Molecular formula: C3H10NO2
Method: DFT, wB97M-V/def2-TZVPD

The geometry in XYZ format:
```
16
Properties=species:S:1:pos:R:3:forces:R:3
C 0.3638 0.5556 1.8530 -1.7 0.5 0.8
C 1.3672 0.4539 1.0097 1.2 -0.5 -0.2
C -1.3258 1.1671 0.2257 0.8 0.9 -0.7
N -0.9981 0.8398 1.4215 -0.2 -1.9 -0.7
H 0.2819 0.1890 2.8730 0.9 0.9 0.2
H 1.3020 0.2352 -0.0537 -0.3 0.9 -0.1
H 2.3852 0.4082 1.4074 -0.4 -0.5 0.1
H -2.1115 0.7179 -0.3745 -0.8 0.4 0.9
H -0.7162 1.9131 -0.2822 0.5 -0.5 -0.1
H -1.7080 0.3357 1.9515 0.1 -0.3 -0.1
H 1.2994 0.3097 -2.8799 -0.1 -0.1 -0.3
H 0.6730 -1.1065 -2.7400 -0.3 0.0 -0.6
O 1.3547 -0.5262 -2.4121 0.4 0.1 0.9
H -0.0067 -1.5674 -0.7108 0.1 0.4 0.2
H -1.2153 -2.3949 -0.8124 -0.6 0.0 0.2
O -0.9457 -1.5300 -0.4763 0.5 -0.4 -0.4
```
Positions in Å, forces in eV/Å.

Output
E_LUMO, hartree: -0.20777
Net charge: +1
Strongest force on any atom, eV/Å: 2.1
HOMO-LUMO gap, Eh: 0.334
Molecular weight, g mol⁻¹: 92.1
E_tot, eV: -8849.3193
Highest occupied orbital energy, Eh: -0.542
Relative energy (zero: lowest compared OMol25 entry of this formula, charge and spin), kJ/mol: 291.5